Entry 1:
A molecular structure, C21H41IN2Si4TeZr at a distorted geometry. Source: OMol25; level of theory: ωB97M-V/def2-TZVPD.

Calculated values
Kohn-Sham gap (alpha / beta) = 3.8 / 3.8 eV
net charge = +2

XYZ file:
```
71
Properties=species:S:1:pos:R:3:forces:R:3:mulliken_charge:R:1
C -1.4143 -0.4476 -2.2439 1.615 1.202 -1.282 -1.90
C 0.3020 1.1573 -4.9113 -2.538 -2.609 2.569 -1.54
H -1.6225 -0.9884 -3.1743 -0.279 -0.354 0.409 0.84
H -1.8505 0.5596 -2.3516 -0.785 -0.416 1.163 0.71
H -1.1421 -1.0238 -1.3442 -0.843 0.740 -0.707 0.03
H 1.3032 0.9031 -5.1809 0.393 0.201 -1.126 0.48
H -0.5805 0.4247 -5.0483 1.449 0.896 -0.950 0.51
H -0.0732 2.1077 -4.6328 0.108 1.186 -0.698 0.54
C 3.5547 -1.1938 -1.6122 -0.136 -0.474 -0.276 -0.35
C 4.9301 -1.3878 -1.5043 0.015 0.317 -0.021 -0.81
C 5.8027 -0.4165 -2.0039 -0.688 -0.251 -0.080 -0.55
C 5.2393 0.7272 -2.5510 -0.932 0.183 -0.073 -0.85
H 2.8402 -1.9256 -1.1943 0.536 0.337 -0.498 0.45
H 5.3043 -2.2919 -1.0459 -0.017 0.043 0.097 0.44
H 6.8816 -0.5345 -1.9576 -0.204 -0.031 0.003 0.45
H 5.8558 1.5282 -2.9203 0.212 -0.020 0.040 0.43
N 3.0098 -0.1476 -2.2493 0.001 1.427 0.608 0.66
C 3.8377 0.8760 -2.6194 0.672 -1.229 0.350 0.82
C 3.2120 2.1779 -2.9220 -1.242 0.868 0.087 0.37
N 1.8494 2.2299 -2.8297 0.377 -0.142 0.491 0.48
C 1.2003 3.4094 -2.8757 1.241 0.193 -0.384 -0.34
C 3.2836 4.5628 -3.2091 -0.716 0.536 -0.076 -0.55
C 1.8854 4.6108 -3.0913 -0.054 -0.956 0.229 -0.93
H 0.1168 3.3589 -2.7702 0.192 0.203 -0.061 0.52
H 1.3148 5.5224 -3.1573 0.135 0.199 0.020 0.44
C 3.9420 3.3584 -3.1168 0.403 -1.070 0.042 -0.73
H 5.0341 3.2794 -3.1737 -0.602 0.366 -0.021 0.35
H 3.8426 5.4823 -3.3614 -0.085 -0.162 -0.001 0.44
Zr 0.5491 0.1974 -2.9185 2.778 -0.911 -0.722 0.41
I 0.9859 -2.4409 -3.7100 0.031 0.306 -0.035 -0.31
C 1.6356 -1.7823 2.8901 -0.078 -0.107 -0.395 -0.92
Si 0.0430 -0.9113 3.3923 0.844 0.509 2.024 0.68
C -0.9241 -1.9838 4.6042 -0.221 -0.081 -0.401 -1.14
C 0.4580 0.7243 4.2348 -0.059 -0.080 -0.248 -1.02
Si -1.1650 -0.4594 1.4132 0.966 -0.748 -1.516 0.41
Te 0.4012 0.9816 0.1090 -0.658 -0.460 0.879 -0.01
Si -2.0762 -2.4897 0.5956 -0.343 -0.631 -0.663 0.51
C -3.0486 -3.3964 1.9259 0.028 0.273 0.290 -1.05
C -3.2265 -2.1365 -0.8417 -0.424 0.256 -0.020 -1.21
C -0.6091 -3.5417 0.0658 0.132 0.074 0.103 -0.58
Si -2.8991 1.0230 2.0087 -1.448 2.170 0.993 0.05
C -3.9254 0.3162 3.4229 0.383 -0.524 -0.173 -0.90
C -2.1473 2.6709 2.5321 0.149 -0.211 -0.077 -0.95
C -3.9671 1.2943 0.4828 0.284 -0.452 -0.258 -0.88
H 2.3614 -1.6542 3.7077 -0.240 -0.032 -0.130 0.40
H 2.0679 -1.3564 1.9749 -0.026 -0.116 0.230 0.17
H 1.4771 -2.8583 2.7362 0.088 0.256 0.016 0.33
H -0.4017 -1.9401 5.5728 -0.041 0.079 -0.270 0.39
H -1.9549 -1.6408 4.7630 0.258 -0.114 0.003 0.33
H -0.9502 -3.0347 4.2876 0.000 0.248 0.116 0.37
H 0.8924 1.4473 3.5327 -0.048 -0.090 0.191 0.33
H -0.4196 1.1862 4.7065 0.225 -0.152 -0.077 0.25
H 1.2021 0.5181 5.0194 -0.194 0.069 -0.161 0.42
H -4.0670 -2.9939 2.0163 0.246 -0.102 -0.004 0.31
H -3.1306 -4.4505 1.6172 0.034 0.302 0.034 0.38
H -2.5799 -3.3706 2.9165 -0.153 -0.094 -0.224 0.24
H -2.9795 -1.2249 -1.4065 -0.564 -0.741 0.589 0.34
H -3.1614 -2.9647 -1.5535 -0.120 -0.054 0.055 0.42
H -4.2569 -2.0439 -0.4965 -0.093 -0.246 0.044 0.41
H -0.2004 -3.2283 -0.9037 -0.075 -0.070 0.165 -0.06
H 0.2052 -3.5234 0.8031 -0.165 -0.091 -0.158 0.13
H -0.9623 -4.5808 -0.0274 0.129 0.269 -0.019 0.43
H -3.3313 0.1213 4.3260 -0.165 0.106 -0.220 0.26
H -4.6935 1.0631 3.6786 0.221 -0.069 -0.178 0.41
H -4.4389 -0.6124 3.1381 0.089 0.215 0.110 0.30
H -1.3673 3.0002 1.8333 -0.201 0.025 0.200 0.31
H -2.9542 3.4197 2.5290 0.158 -0.188 0.035 0.39
H -1.7151 2.6353 3.5404 -0.108 0.038 -0.272 0.29
H -3.3644 1.5597 -0.3956 -0.165 -0.052 0.165 0.19
H -4.5706 0.4113 0.2351 0.139 0.221 0.004 0.30
H -4.6502 2.1311 0.6947 0.178 -0.189 0.121 0.42
```
Positions in Å, forces in eV/Å.



Entry 2:
C4H6N2O in the gas phase at a distorted geometry. Source: OMol25; level of theory: ωB97M-V/def2-TZVPD.

Calculated values
SMILES = [H]/N=C/OCCC#N
Kohn-Sham gap = 11.2 eV
ΔE to the lowest compared entry with this formula, charge and spin = 142.3 kJ/mol

XYZ file:
```
13
Properties=species:S:1:pos:R:3:forces:R:3:nbo_charge:R:1
N -1.5523 0.8597 -0.9135 -0.049 -0.086 0.353 -0.71
C -1.7566 0.3187 0.2076 -0.089 0.171 -0.180 0.40
O -1.0336 -0.7133 0.6817 -0.042 0.047 0.033 -0.50
C 0.1434 -1.0653 -0.0434 0.147 -0.094 -0.113 -0.08
C 1.3426 -0.2578 0.4934 0.028 -0.036 0.048 -0.54
C 1.8250 0.7990 -0.4004 0.363 0.718 -0.603 0.29
N 2.2473 1.6198 -1.0967 -0.423 -0.794 0.665 -0.32
H -2.2178 1.6110 -1.0734 0.086 -0.050 0.004 0.36
H -2.5142 0.5886 0.9467 -0.023 -0.042 -0.147 0.16
H -0.0064 -0.9062 -1.1133 0.036 -0.030 0.155 0.23
H 0.2916 -2.1281 0.1548 -0.018 0.161 -0.007 0.20
H 1.0447 0.1945 1.4453 0.089 -0.051 -0.122 0.26
H 2.1864 -0.9206 0.7113 -0.106 0.085 -0.085 0.25
```
Positions in Å, forces in eV/Å.



Entry 3:
C10H13BrSi in the gas phase at a distorted geometry. Source: OMol25; level of theory: ωB97M-V/def2-TZVPD.

Calculated values
SMILES = C=Cc1ccccc1[Si](C)(C)Br
Kohn-Sham gap = 9.3 eV
ΔE to the lowest compared entry with this formula, charge and spin = 106.8 kJ/mol

XYZ file:
```
25
Properties=species:S:1:pos:R:3:forces:R:3:nbo_charge:R:1
C 2.9984 -0.8860 -0.8517 -3.406 1.138 2.251 -0.20
C 2.6912 0.4772 -1.0244 1.335 -1.509 -0.879 -0.20
C 2.0765 -1.6377 -0.1292 -1.937 3.174 -1.610 -0.17
C 1.4690 0.9998 -0.7790 -1.160 -2.899 1.028 -0.25
C 0.7462 -1.1872 0.0877 2.079 0.919 -1.408 -0.11
C 0.4776 0.1355 -0.3262 -3.481 0.134 1.884 -0.25
C -0.3438 -3.3921 0.3722 -5.266 0.884 3.089 -0.36
C -0.2765 -2.0852 0.5914 -0.718 0.864 0.925 -0.19
C -1.7987 1.4988 1.8642 0.870 -3.320 -0.593 -1.11
C -1.6497 2.4945 -1.0349 -1.444 0.983 -0.516 -1.15
Si -1.5176 0.9538 0.0689 2.527 -0.134 -0.505 1.42
Br -3.0084 -0.6235 -0.4994 -0.121 0.430 -0.075 -0.31
H 3.8724 -1.3844 -1.0102 2.679 -0.478 -0.816 0.21
H 3.4406 1.0752 -1.4299 1.223 1.136 -0.608 0.21
H 2.2867 -2.5469 0.2336 1.064 -3.415 1.018 0.19
H 1.1874 1.9784 -0.8085 -0.060 2.709 -0.639 0.21
H -1.2744 -4.0351 0.7261 2.231 1.492 -0.657 0.21
H 0.4126 -3.8552 -0.0605 3.122 -2.236 -2.298 0.18
H -0.9933 -1.4815 1.1768 -0.146 -1.096 -0.329 0.20
H -1.2263 2.3142 2.1131 1.610 1.955 0.472 0.24
H -2.7780 1.7557 2.0015 -2.862 0.964 -0.075 0.24
H -1.6853 0.7337 2.6536 0.472 0.032 -0.561 0.25
H -2.2941 2.4273 -1.9452 0.502 -0.637 0.574 0.26
H -2.1072 3.4101 -0.5793 0.350 -0.892 0.347 0.25
H -0.7053 2.8605 -1.4107 0.538 -0.201 -0.017 0.24
```
Positions in Å, forces in eV/Å.



Entry 4:
2 unconnected molecules or ions with the total composition CH6OS at a distorted geometry. Source: OMol25; level of theory: ωB97M-V/def2-TZVPD.

Calculated values
SMILES = CS.O
Kohn-Sham gap = 9.0 eV
ΔE to the lowest compared entry with this formula, charge and spin = 193.4 kJ/mol

XYZ file:
```
9
Properties=species:S:1:pos:R:3:forces:R:3:nbo_charge:R:1
C -1.3969 -1.9084 -1.1272 -0.758 -1.336 0.050 -0.62
S -0.8001 -1.7856 0.6408 2.496 3.034 0.166 -0.29
H -0.9046 -1.0475 -1.6477 -0.606 -0.565 1.092 0.25
H -2.4829 -1.9435 -1.1829 0.066 0.552 -0.061 0.22
H -1.0603 -2.8141 -1.6136 0.310 -0.246 0.099 0.21
H -0.8106 -2.2430 1.9426 -1.509 -1.445 -1.347 0.23
H 3.1115 3.7528 1.4620 -0.008 0.128 -0.130 0.47
H 2.1202 4.3273 0.4211 0.165 0.081 0.006 0.47
O 2.2237 3.6619 1.1049 -0.155 -0.203 0.124 -0.94
```
Positions in Å, forces in eV/Å.



Entry 5:
2 unconnected molecules or ions with the total composition C2H4ClOP at a distorted geometry. Source: OMol25; level of theory: ωB97M-V/def2-TZVPD.

Calculated values
Kohn-Sham gap (alpha / beta) = 8.2 / 8.4 eV
ΔE to the lowest compared entry with this formula, charge and spin = 501.3 kJ/mol

XYZ file:
```
9
Properties=species:S:1:pos:R:3:forces:R:3:nbo_charge:R:1
C -0.2584 1.6111 1.7336 0.527 -1.390 -3.654 -0.42
C 0.2375 -0.0305 -0.6155 0.415 -2.842 -4.415 -0.21
O 0.0513 1.2184 -0.3603 -0.889 5.102 3.581 -0.61
P 1.2548 2.1520 1.5753 -0.399 0.179 -0.491 0.88
Cl 1.2799 3.1173 3.3840 0.433 0.366 0.913 -0.32
H -1.1251 1.0049 1.9109 -0.258 0.342 0.282 0.23
H 1.0845 -0.4538 -0.1776 1.802 -0.958 0.857 0.14
H 0.4306 -0.1511 -1.8458 -0.457 0.281 2.744 0.16
H -0.6007 -0.6390 -0.4032 -1.173 -1.080 0.183 0.14
```
Positions in Å, forces in eV/Å.



Repeat the second record exactly.
C4H6N2O in the gas phase at a distorted geometry. Source: OMol25; level of theory: ωB97M-V/def2-TZVPD.

Calculated values
SMILES = [H]/N=C/OCCC#N
Kohn-Sham gap = 11.2 eV
ΔE to the lowest compared entry with this formula, charge and spin = 142.3 kJ/mol

XYZ file:
```
13
Properties=species:S:1:pos:R:3:forces:R:3:nbo_charge:R:1
N -1.5523 0.8597 -0.9135 -0.049 -0.086 0.353 -0.71
C -1.7566 0.3187 0.2076 -0.089 0.171 -0.180 0.40
O -1.0336 -0.7133 0.6817 -0.042 0.047 0.033 -0.50
C 0.1434 -1.0653 -0.0434 0.147 -0.094 -0.113 -0.08
C 1.3426 -0.2578 0.4934 0.028 -0.036 0.048 -0.54
C 1.8250 0.7990 -0.4004 0.363 0.718 -0.603 0.29
N 2.2473 1.6198 -1.0967 -0.423 -0.794 0.665 -0.32
H -2.2178 1.6110 -1.0734 0.086 -0.050 0.004 0.36
H -2.5142 0.5886 0.9467 -0.023 -0.042 -0.147 0.16
H -0.0064 -0.9062 -1.1133 0.036 -0.030 0.155 0.23
H 0.2916 -2.1281 0.1548 -0.018 0.161 -0.007 0.20
H 1.0447 0.1945 1.4453 0.089 -0.051 -0.122 0.26
H 2.1864 -0.9206 0.7113 -0.106 0.085 -0.085 0.25
```
Positions in Å, forces in eV/Å.